1.
Density functional theory data (the ωB97M-V functional and the def2-TZVPD basis) for a structure of composition C6H7Os.

Results
- orbital gap (spin up / spin down) (eV) = 7.12 / 7.00
- HOMO level (spin up / spin down) (eV) = -13.620 / -13.626

Geometry as ORCA input:
```
! RIJCOSX wB97M-V def2-TZVPD def2/J DEFGRID3
* xyz 1 1
Os 0.00 -0.03 0.88
C 0.31 1.18 -1.00
C -1.01 0.68 -0.95
C -0.94 -0.78 -1.00
C 0.41 -1.16 -1.06
C 1.20 0.04 -0.98
H 0.61 2.22 -1.03
H -1.91 1.27 -0.93
H -1.79 -1.45 -1.00
H 0.80 -2.17 -1.12
H 2.28 0.09 -0.97
C 0.01 0.00 2.68
H -0.93 0.10 3.24
H 0.96 0.02 3.23
*
```

=====

2.
Density functional theory data (the ωB97M-V functional and the def2-TZVPD basis) for a structure of composition C3H8N4 in a non-equilibrium geometry.

Results
- orbital gap (eV) = 9.22
- HOMO level (eV) = -8.709
- relative energy (zero: lowest compared OMol25 entry of this formula, charge and spin) (eV) = 5.289

Geometry as ORCA input:
```
! RIJCOSX wB97M-V def2-TZVPD def2/J DEFGRID3
* xyz 0 1
C -0.78 1.19 -0.06
C -0.04 -1.25 -0.09
C 2.18 -0.27 0.39
H -1.53 1.97 0.62
H 0.30 1.29 0.16
H -0.77 1.58 -1.41
H -2.87 0.13 -0.50
H -2.70 -0.74 1.10
H -0.43 -2.14 -0.40
H 2.08 -0.19 1.47
H 3.39 0.29 -1.12
N -1.01 -0.31 0.09
N -2.36 -0.57 0.02
N 1.29 -1.23 -0.24
N 3.24 0.25 -0.02
*
```